A molecular structure, C59H114BF3Hg2N6O17S, computed with ωB97M-V/def2-TZVPD.

The geometry in XYZ format:
```
203
Properties=species:S:1:pos:R:3:forces:R:3
Hg -4.2486 9.3351 3.6461 -0.01 -0.02 -0.07
Hg -8.5631 -5.3042 -2.2340 0.02 0.02 -0.02
O -1.7682 4.7000 1.3161 0.00 -3.27 -1.67
C -1.7802 3.6546 0.6466 -0.64 3.20 1.89
O -2.2442 2.4590 1.0050 0.76 1.10 -0.08
B -2.0291 1.5187 -0.0909 0.28 -0.41 -0.87
O -1.4157 2.3258 -1.1947 -0.25 0.14 0.38
C -1.3346 3.5881 -0.8405 1.89 2.47 -3.33
O -0.9276 4.5212 -1.6037 -1.73 -3.46 3.43
O -3.2696 0.9076 -0.5319 -1.28 0.65 0.06
C -3.3334 -0.3463 -0.1767 -3.76 -3.35 -2.15
O -4.3101 -1.1363 -0.3809 3.72 3.20 1.14
C -1.9377 -0.7461 0.2469 0.75 -2.58 1.75
O -1.1999 0.3628 0.2451 0.53 -0.62 0.39
O -1.6149 -1.8876 0.5885 -0.26 2.93 -0.97
C -6.5859 6.2356 -3.1734 0.33 0.53 -0.38
F -6.3117 5.3771 -2.2310 0.74 -0.27 0.90
F -5.8003 6.0204 -4.2294 -0.09 -0.02 0.15
F -7.8388 6.0162 -3.5130 -0.41 0.64 -0.34
S -6.2676 8.0640 -2.6098 -1.29 1.03 -0.61
O -5.6803 8.0434 -1.2503 -0.83 0.00 -2.00
O -5.3633 8.6309 -3.6639 -1.70 -0.90 2.11
O -7.6723 8.6535 -2.6555 3.33 -1.03 0.22
C 2.3828 -9.4400 1.1500 -0.52 1.38 -0.60
C 1.5452 -10.6630 1.5562 0.75 -0.26 0.68
C 2.6455 -11.4625 2.3260 -0.10 -0.86 -0.33
C 2.9417 -11.0037 3.7312 -0.94 -0.03 -0.07
C 1.6443 -10.8596 4.5114 0.18 0.86 0.64
C 0.6091 -9.8729 3.8679 0.64 -1.79 0.37
N 0.4178 -10.2618 2.4175 -0.05 0.03 1.08
O -0.5412 -9.4712 1.7490 0.89 -0.84 0.65
C -0.7058 -10.0623 4.6427 0.07 -1.39 -0.96
C 1.0840 -8.4798 4.1512 0.32 1.81 -0.59
C 1.0784 -11.5312 0.3798 -0.78 1.26 -0.65
H 3.0093 -9.7356 0.3085 0.54 0.08 0.48
H 2.8538 -9.0212 2.0394 0.84 -0.66 -0.24
H 1.9295 -8.5088 0.8101 -1.07 -0.25 -0.48
H 2.4354 -12.5299 2.2583 -0.44 -0.12 0.49
H 3.5738 -11.4100 1.7572 -0.08 0.29 -0.32
H 3.3946 -10.0125 3.7128 0.33 -0.09 0.01
H 3.6227 -11.6978 4.2238 0.03 0.11 0.01
H 1.9191 -10.3517 5.4358 -0.07 0.02 0.25
H 1.2134 -11.7880 4.8862 -0.20 -0.25 -0.71
H -1.4785 -9.3970 4.2574 -0.11 -0.22 0.31
H -0.9027 -11.1179 4.4559 -0.92 0.03 -0.42
H -0.6318 -10.1099 5.7292 0.44 0.95 -0.01
H 0.4154 -7.7276 3.7324 -0.47 0.03 0.23
H 1.1281 -8.3510 5.2326 -0.20 0.08 -0.07
H 2.0426 -8.1314 3.7669 0.33 -0.64 -0.07
H 1.9056 -11.6237 -0.3239 0.08 -0.57 0.22
H 0.3124 -11.0156 -0.1995 -0.03 0.40 0.02
H 0.5615 -12.4588 0.6257 0.69 -0.17 0.43
H -0.0880 -8.6262 1.7012 -0.15 0.81 -0.36
C 3.4545 5.4623 6.8307 0.04 0.20 0.13
C 4.3717 5.3093 8.0790 -0.52 0.12 -0.13
C 5.7748 4.9155 7.6391 0.22 -0.39 -1.21
C 6.6389 6.0379 7.0559 0.00 -1.10 -0.13
C 6.7373 7.1526 8.0540 0.73 -0.28 -2.27
C 5.3635 7.7559 8.4463 1.08 -0.89 0.21
N 4.4629 6.6302 8.8524 2.74 -2.11 -3.07
O 3.2786 7.0149 9.2385 -2.44 1.13 1.11
C 5.7128 8.4190 9.7837 -0.78 1.45 -0.49
C 4.8100 8.7115 7.2644 0.31 -0.24 0.63
C 3.6724 4.2452 8.9422 -0.49 0.10 1.51
H 3.3639 4.4682 6.3928 0.52 0.10 -0.39
H 3.8858 6.2147 6.1704 -0.19 -0.30 -0.32
H 2.4108 5.6969 7.0398 0.19 0.49 0.45
H 6.3184 4.3495 8.3955 0.00 0.48 0.52
H 5.7783 4.2007 6.8162 -0.88 -0.36 0.04
H 6.4317 6.3472 6.0314 -0.94 0.09 0.06
H 7.5838 5.5228 6.8829 0.50 0.37 0.34
H 7.3538 7.8984 7.5522 -0.22 0.64 0.33
H 7.4355 6.6909 8.7521 -0.79 0.62 1.33
H 6.5910 9.0611 9.7168 0.06 -0.06 -0.34
H 4.8863 9.0987 9.9911 -0.06 -0.18 0.94
H 5.9486 7.6559 10.5255 -0.43 0.17 0.09
H 4.9707 8.2629 6.2840 0.53 -0.05 0.13
H 3.7807 9.0602 7.1800 -0.47 -0.79 1.01
H 5.2975 9.6836 7.3387 0.71 -0.24 -0.06
H 3.4201 3.2618 8.5456 0.79 0.14 -0.87
H 2.6738 4.5496 9.2557 -0.04 0.61 -0.14
H 4.1703 4.0506 9.8921 0.46 0.06 -0.04
H 3.3313 6.9385 10.1940 -0.64 0.24 0.63
C 4.0083 -2.9376 -3.3858 0.41 -0.29 0.81
C 5.0981 -2.0100 -4.0150 -1.22 0.61 -1.69
C 5.2431 -0.6981 -3.2243 -1.05 0.53 0.23
C 6.1147 -0.7506 -2.0147 -0.20 -0.04 0.77
C 7.4332 -1.3147 -2.3395 1.24 -1.32 -1.65
C 7.3694 -2.7241 -3.0783 0.58 0.64 0.51
N 6.4183 -2.6013 -4.2699 0.33 2.07 3.95
O 6.4215 -3.6588 -5.0944 0.22 -0.69 -0.87
C 8.8363 -3.1033 -3.4905 -1.08 -1.34 -0.44
C 6.8744 -3.8058 -2.0988 -0.98 -0.69 -0.33
C 4.4982 -1.6410 -5.4078 0.62 0.62 -0.53
H 4.0606 -3.9631 -3.7517 0.34 -0.01 0.04
H 2.9747 -2.6420 -3.5657 0.25 0.57 -0.37
H 4.1145 -2.9094 -2.3014 0.06 -0.35 0.09
H 5.5141 0.1899 -3.7953 0.42 -0.43 -0.72
H 4.2448 -0.4155 -2.8902 -0.30 -0.23 -0.04
H 5.6430 -1.3495 -1.2358 -0.09 0.00 0.21
H 6.3008 0.2425 -1.6058 -0.42 0.11 0.08
H 8.0841 -1.3420 -1.4656 0.01 -0.52 0.00
H 7.9628 -0.6867 -3.0559 -0.03 0.37 -0.07
H 9.5281 -3.0431 -2.6504 0.01 1.13 -0.12
H 8.9312 -4.1803 -3.6294 -0.60 -0.31 -0.31
H 9.1583 -2.7372 -4.4653 0.27 0.81 0.44
H 5.8940 -4.2091 -2.3522 -0.06 0.21 -0.33
H 7.4970 -4.6964 -2.1835 0.26 0.22 0.61
H 6.7001 -3.4295 -1.0908 0.65 -0.08 0.12
H 4.4362 -2.4749 -6.1070 -0.18 -0.18 0.32
H 5.1187 -0.8922 -5.9002 0.41 -0.01 0.01
H 3.5359 -1.1314 -5.3590 -0.16 -0.39 0.47
H 6.9330 -3.2128 -5.7735 0.26 -1.01 -1.16
C -8.2894 -1.6163 -5.6133 0.53 -0.01 0.02
C -7.1608 -1.8375 -6.6815 -1.05 0.76 -0.03
C -6.2047 -0.6385 -6.6106 -0.77 0.56 -0.14
C -4.8433 -0.8226 -7.2504 -0.46 -0.23 0.98
C -4.2189 -2.0316 -6.5830 0.15 0.72 -0.82
C -5.1022 -3.2832 -6.8003 1.46 0.90 -0.23
N -6.4653 -3.0666 -6.3129 1.63 1.06 -0.51
O -7.1947 -4.2025 -6.4601 -0.33 0.01 0.03
C -4.9644 -3.7486 -8.2808 -0.32 1.39 -0.85
C -4.4255 -4.3302 -6.0312 0.30 -2.26 1.78
C -7.7704 -1.8843 -8.1324 -0.23 -1.46 -0.10
H -8.6503 -0.5905 -5.6889 -0.39 -0.17 -0.35
H -7.8867 -1.6696 -4.6018 0.45 -0.11 -0.07
H -9.0778 -2.3690 -5.6171 -0.12 0.20 -0.49
H -6.6775 0.2111 -7.1033 -0.44 -0.10 -0.11
H -6.2063 -0.3319 -5.5646 0.79 -0.07 0.15
H -4.2939 0.1094 -7.1177 0.27 -0.18 -0.07
H -4.9291 -1.0391 -8.3152 -0.10 0.33 -0.07
H -3.9879 -1.8538 -5.5327 -0.40 -0.07 0.15
H -3.2484 -2.1759 -7.0578 0.05 -0.53 0.01
H -5.2125 -2.9335 -8.9607 -0.59 -0.04 -0.05
H -3.9087 -3.8247 -8.5411 0.10 -0.68 0.52
H -5.5259 -4.6329 -8.5823 0.13 -0.05 0.35
H -3.3571 -4.3207 -6.2470 -0.13 -0.21 -0.15
H -4.5246 -4.2450 -4.9490 -0.03 0.52 0.10
H -4.8558 -5.3137 -6.2200 0.24 -0.14 -0.32
H -8.5543 -1.1645 -8.3681 0.46 0.47 0.42
H -8.3122 -2.8132 -8.3108 -0.41 -0.39 0.32
H -7.0468 -1.9721 -8.9428 0.31 0.78 0.24
H -7.5396 -3.9932 -7.3312 -1.12 -0.99 -0.66
C -3.6317 -2.3258 9.3336 -0.65 0.33 -0.77
C -4.8210 -1.8662 8.4239 0.09 -1.26 -0.85
C -5.3349 -3.0081 7.4739 -0.81 -0.81 0.75
C -6.1983 -4.1343 8.1521 0.56 1.66 0.20
C -7.3997 -3.4214 8.8237 0.94 -1.12 -0.93
C -7.0462 -2.2378 9.7340 0.54 -1.75 -0.58
N -5.9956 -1.4096 9.1475 0.88 0.38 0.92
O -5.6738 -0.3693 10.0625 0.01 -0.57 -1.04
C -8.2848 -1.4456 9.8339 -1.05 0.79 0.98
C -6.7598 -2.8310 11.1275 1.71 0.78 0.75
C -4.2538 -0.7867 7.4617 -0.85 0.11 0.30
H -3.2571 -1.4532 9.8688 0.01 -0.22 0.16
H -2.9169 -2.6140 8.5629 0.37 -0.27 0.45
H -3.8737 -3.1569 9.9960 0.04 0.11 -0.05
H -6.0459 -2.5898 6.7614 0.07 0.50 -0.06
H -4.5590 -3.4317 6.8361 0.40 0.12 0.39
H -5.6613 -4.7161 8.9013 0.24 -0.07 -0.15
H -6.5385 -4.7830 7.3449 -0.07 -0.18 0.25
H -7.8927 -4.1757 9.4369 -0.40 0.23 -0.06
H -8.0561 -3.1271 8.0048 -0.23 0.21 0.18
H -8.9618 -2.1039 10.3783 -0.63 0.09 -0.59
H -8.1945 -0.6141 10.5328 0.13 0.34 -0.26
H -8.6288 -1.1428 8.8449 -0.30 0.07 0.26
H -7.6389 -3.3477 11.5125 0.25 -0.03 -0.08
H -5.8441 -3.4178 11.2014 -0.32 -0.89 -0.68
H -6.4122 -2.0780 11.8348 -0.82 0.62 0.06
H -3.3846 -1.1494 6.9130 -0.10 -0.23 0.14
H -3.9681 0.1422 7.9551 -0.14 -0.06 0.11
H -5.0610 -0.6174 6.7490 0.21 0.45 -0.15
H -6.2989 0.2932 9.7593 -0.09 0.68 0.33
C 0.0018 7.3066 -9.7003 -1.62 0.16 0.90
C 1.4724 7.3350 -9.2992 -0.30 -0.25 -2.74
C 2.2179 7.3606 -10.6838 0.98 0.15 0.98
C 3.7049 7.5654 -10.4598 0.00 -0.47 0.08
C 3.9714 8.8344 -9.6926 -0.33 0.02 0.34
C 3.2108 8.9669 -8.3211 0.66 0.03 -0.87
N 1.8356 8.5313 -8.5025 -0.83 -1.41 -0.60
O 1.0140 8.5933 -7.3823 0.75 0.48 -0.42
C 4.0165 8.1517 -7.2359 0.06 0.26 0.98
C 3.2079 10.4337 -7.8958 1.15 1.19 0.71
C 1.6746 5.9803 -8.6067 0.88 -0.39 0.61
H -0.3353 7.8999 -10.5502 0.47 0.52 0.24
H -0.5926 7.5304 -8.8145 -0.19 0.45 -0.11
H -0.3747 6.3120 -9.9396 0.67 -0.30 -0.12
H 2.1084 6.4078 -11.2018 -0.48 0.01 0.11
H 1.8490 8.1551 -11.3326 -0.31 0.04 0.18
H 4.2220 7.6471 -11.4158 0.09 -0.21 -0.01
H 4.0769 6.6830 -9.9391 0.31 -0.06 0.04
H 3.7142 9.6119 -10.4119 -0.11 0.56 0.48
H 5.0324 8.9086 -9.4544 -0.04 0.23 -0.09
H 5.0921 8.0421 -7.3740 0.01 0.39 -0.88
H 3.9855 8.7363 -6.3165 -0.33 -0.20 0.23
H 3.7374 7.1266 -6.9921 -0.65 0.12 -0.26
H 2.7021 11.2013 -8.4814 -0.47 -0.70 -0.44
H 2.9869 10.6583 -6.8523 -0.65 -0.62 0.08
H 4.2389 10.7872 -7.9083 0.41 -0.24 -0.32
H 2.6965 5.8410 -8.2540 0.01 0.01 0.07
H 1.4832 5.1631 -9.3022 -0.03 0.25 -0.21
H 0.9938 5.7997 -7.7747 -0.06 0.31 0.12
H 1.4063 7.9240 -6.8170 -0.09 -0.32 0.94
```
Forces are in eV/Å.

Output
E_HOMO ... -0.4030 Ha
Relative energy (zero: lowest compared OMol25 entry of this formula, charge and spin) ... 4.52 kcal per mole
DFT total energy ... -134758.707 eV
M ... 1680.639 Da
Gap between HOMO and LUMO ... 0.88 eV
E_LUMO ... -10.1 eV
Net charge ... +2